[1]
{"formula": "C32H48N7O5PS3V", "method": "wB97M-V/def2-TZVPD", "elements": ["V", "C", "C", "C", "C", "C", "C", "C", "S", "O", "O", "N", "C", "C", "C", "C", "C", "N", "H", "H", "H", "H", "H", "H", "H", "H", "H", "H", "H", "C", "N", "C", "C", "N", "N", "C", "N", "N", "H", "H", "H", "H", "H", "H", "H", "H", "H", "H", "H", "C", "C", "C", "O", "P", "S", "S", "O", "C", "C", "C", "H", "H", "H", "H", "H", "H", "H", "H", "H", "H", "H", "H", "H", "H", "C", "C", "C", "C", "C", "C", "C", "O", "C", "C", "C", "H", "H", "H", "H", "H", "H", "H", "H", "H", "H", "H", "H"], "xyz": [[0.268, -0.575, 0.177], [6.462, 3.858, 2.658], [5.376, 2.826, 2.549], [5.462, 1.630, 3.259], [4.474, 0.666, 3.149], [3.402, 0.901, 2.300], [3.292, 2.078, 1.570], [4.279, 3.037, 1.714], [2.125, -0.290, 2.179], [2.209, -0.962, 0.850], [2.201, -1.169, 3.315], [0.743, 0.461, 1.969], [0.109, 1.258, 2.916], [0.620, 1.478, 4.204], [-0.083, 2.294, 5.064], [-1.279, 2.866, 4.646], [-1.704, 2.587, 3.362], [-1.032, 1.813, 2.510], [6.854, 3.913, 3.673], [6.102, 4.844, 2.369], [7.293, 3.599, 1.998], [6.307, 1.458, 3.913], [4.519, -0.253, 3.716], [2.456, 2.230, 0.898], [4.204, 3.968, 1.166], [1.540, 1.006, 4.516], [0.298, 2.479, 6.060], [-1.861, 3.506, 5.293], [-2.635, 3.001, 2.985], [-1.161, -5.673, 1.919], [-0.719, -4.309, 2.174], [-0.460, -3.904, 3.554], [-0.550, -3.403, 1.193], [-0.346, -2.142, 1.406], [-0.591, -3.908, -0.097], [-0.314, -3.231, -1.274], [-0.335, -4.016, -2.379], [-0.088, -1.970, -1.307], [-1.571, -6.079, 2.839], [-0.339, -6.323, 1.602], [-1.964, -5.697, 1.181], [-0.334, -4.799, 4.157], [-1.286, -3.320, 3.966], [0.463, -3.326, 3.618], [-0.350, -1.900, 2.388], [-0.655, -4.907, -0.176], [-0.360, -5.018, -2.323], [-0.043, -3.616, -3.254], [0.167, -1.620, -2.223], [4.423, 3.006, -2.019], [4.956, 1.594, -2.171], [6.221, 1.353, -1.378], [3.992, 0.621, -1.672], [2.669, 0.204, -2.471], [2.685, 0.632, -4.359], [1.070, 1.012, -1.479], [2.581, -1.358, -2.130], [3.669, -2.319, -2.228], [4.636, -2.030, -3.359], [4.361, -2.450, -0.884], [5.165, 3.721, -2.378], [4.212, 3.217, -0.969], [3.512, 3.140, -2.598], [5.120, 1.377, -3.229], [6.036, 1.517, -0.314], [7.000, 2.039, -1.711], [6.580, 0.332, -1.515], [3.141, -3.251, -2.453], [5.205, -1.116, -3.174], [4.124, -1.924, -4.313], [5.337, -2.863, -3.421], [4.854, -1.515, -0.624], [5.109, -3.243, -0.936], [3.645, -2.684, -0.098], [-7.360, 2.906, 1.154], [-5.950, 2.512, 0.830], [-4.985, 3.476, 0.558], [-3.675, 3.131, 0.276], [-2.678, 4.229, -0.004], [-3.317, 1.763, 0.268], [-1.939, 1.440, 0.013], [-1.485, 0.285, -0.052], [-4.283, 0.769, 0.547], [-3.961, -0.699, 0.570], [-5.578, 1.169, 0.817], [-7.572, 3.924, 0.834], [-7.526, 2.851, 2.232], [-8.075, 2.235, 0.679], [-5.266, 4.522, 0.560], [-3.162, 5.200, 0.072], [-2.259, 4.146, -1.008], [-1.851, 4.210, 0.707], [-1.264, 2.270, -0.192], [-3.557, -1.032, -0.386], [-4.861, -1.270, 0.793], [-3.205, -0.919, 1.326], [-6.328, 0.415, 1.025]], "total_charge": 1, "homo_lumo_gap_ev": [7.2, 7.1], "de_lowest_kcal_mol": 4.6, "homo_energy_ev": [-9.8, -9.8], "lumo_energy_ev": [-2.646, -2.756], "max_force_ev_per_a": 0.687, "total_energy_ev": -122115.6041, "spin_multiplicity": 3}



[2]
{"formula": "C32H48O4S4", "method": "wB97M-V/def2-TZVPD", "elements": ["C", "C", "C", "C", "C", "C", "H", "H", "H", "H", "H", "H", "C", "C", "C", "C", "C", "C", "H", "H", "H", "H", "H", "H", "C", "C", "C", "C", "C", "C", "H", "H", "H", "H", "H", "H", "C", "C", "C", "C", "C", "C", "H", "H", "H", "H", "H", "H", "C", "S", "O", "C", "H", "H", "H", "H", "H", "H", "C", "S", "O", "C", "H", "H", "H", "H", "H", "H", "C", "S", "O", "C", "H", "H", "H", "H", "H", "H", "C", "S", "O", "C", "H", "H", "H", "H", "H", "H"], "xyz": [[12.312, 7.827, 8.589], [13.312, 7.005, 9.099], [14.655, 7.340, 8.974], [15.018, 8.486, 8.351], [14.035, 9.315, 7.816], [12.693, 8.977, 7.914], [11.224, 7.612, 8.706], [12.989, 6.073, 9.577], [15.449, 6.814, 9.463], [16.042, 8.766, 8.239], [14.316, 10.242, 7.335], [11.968, 9.685, 7.588], [16.901, 11.401, 9.456], [16.219, 10.812, 10.495], [14.960, 11.284, 10.785], [14.349, 12.341, 10.101], [15.062, 12.902, 9.028], [16.346, 12.423, 8.699], [17.917, 11.076, 9.205], [16.645, 10.022, 11.112], [14.442, 10.842, 11.598], [13.361, 12.755, 10.373], [14.635, 13.718, 8.450], [16.886, 12.856, 7.881], [19.799, 16.265, 9.389], [18.939, 15.354, 8.807], [19.255, 14.808, 7.547], [20.491, 15.196, 6.998], [21.341, 16.130, 7.611], [21.002, 16.595, 8.864], [19.465, 16.745, 10.341], [17.982, 15.113, 9.281], [18.662, 14.135, 6.931], [20.650, 14.841, 5.970], [22.278, 16.477, 7.159], [21.645, 17.293, 9.359], [13.731, 15.793, 11.898], [13.112, 16.776, 12.679], [13.424, 18.091, 12.492], [14.353, 18.524, 11.549], [14.965, 17.550, 10.753], [14.681, 16.205, 10.998], [13.435, 14.756, 11.913], [12.360, 16.569, 13.445], [12.883, 18.772, 13.140], [14.498, 19.565, 11.355], [15.773, 17.771, 10.066], [15.301, 15.515, 10.451], [13.995, 8.026, 12.928], [14.160, 9.494, 14.090], [13.234, 10.588, 13.553], [13.268, 8.713, 15.507], [14.567, 7.175, 13.322], [14.463, 8.214, 11.952], [12.993, 7.775, 12.703], [12.298, 8.508, 15.104], [13.220, 9.506, 16.244], [13.802, 7.869, 15.868], [10.855, 10.823, 10.745], [9.284, 9.954, 10.338], [8.228, 10.447, 11.316], [9.050, 10.798, 8.682], [10.635, 11.862, 10.915], [11.603, 10.655, 9.924], [11.360, 10.320, 11.578], [9.645, 10.139, 8.088], [9.294, 11.862, 8.637], [7.960, 10.617, 8.547], [9.946, 16.518, 10.535], [11.175, 15.484, 9.582], [11.261, 14.076, 10.021], [10.272, 15.452, 7.978], [10.428, 16.954, 11.384], [9.143, 15.835, 10.864], [9.459, 17.224, 9.886], [9.276, 15.003, 8.084], [10.835, 14.822, 7.287], [10.250, 16.431, 7.456], [10.801, 13.514, 14.122], [12.134, 14.153, 15.182], [11.568, 15.301, 15.969], [12.085, 12.795, 16.406], [10.845, 14.085, 13.216], [9.832, 13.697, 14.608], [10.865, 12.469, 13.895], [12.642, 13.269, 17.174], [12.631, 11.924, 15.975], [11.044, 12.494, 16.563]], "homo_lumo_gap_ev": 9.0, "de_lowest_kcal_mol": 0.0, "homo_energy_ev": -8.7, "lumo_energy_ev": 0.373, "max_force_ev_per_a": 2.884, "total_energy_ev": -85488.8913, "spin_multiplicity": 1}